[1]
Entry from the OMol25 dataset: an isolated molecule of C3H3N5 (the ωB97M-V functional and the def2-TZVPD basis).

Bonds (Å) are listed after each position.
Atoms and positions in Å:
1 C 1.2040 -1.0009 0.3085  N2 1.508, C8 1.352, H9 1.321
2 N 1.1808 -0.9572 -1.1986  C1 1.508, C3 1.320
3 C 0.1917 -0.1998 -1.6364  N2 1.320, N4 1.389, H10 1.169
4 N -0.5317 0.1682 -0.5093  C3 1.389, N5 1.372, C8 1.279
5 N -1.7118 0.8212 -0.2579  N4 1.372, N6 1.201
6 N -1.7270 1.1387 0.9001  N5 1.201, N7 1.289
7 N -0.7435 0.5146 1.4521  N6 1.289, C8 1.470, H11 1.008
8 C 0.1022 -0.2460 0.5211  C1 1.352, N4 1.279, N7 1.470
9 H 2.4547 -1.1813 0.6951  C1 1.321
10 H -0.0125 0.3085 -2.6689  C3 1.169
11 H -0.4068 0.6341 2.3941  N7 1.008

Computed properties:
* LUMO energy: 0.819 eV
* structure (SMILES): c1ncn2nn[nH]c12
* relative energy (zero: lowest compared OMol25 entry of this formula, charge and spin): 3.897 eV
* HOMO energy: -8.81 eV
* maximum force: 0.12847 Eh/bohr
* E: -10604.970 eV
* Kohn-Sham gap: 9.6 eV



[2]
Entry from the OMol25 dataset: a cluster of 3 separate species, C2H12NO2 in total (the ωB97M-V functional and the def2-TZVPD basis).

Bonds (Å) are listed after each position.
Atoms and positions in Å:
1 C -0.0733 2.2151 0.5603  C2 1.520, H4 1.083, H5 1.068, H6 1.091
2 C 0.1015 0.9125 1.3243  C1 1.520, N3 1.522, H7 1.087, H8 1.084
3 N 0.9116 -0.0404 0.4579  C2 1.522, H9 1.030, H10 1.000, H11 1.017
4 H 0.8801 2.7030 0.4029  C1 1.083
5 H -0.5562 1.9939 -0.3659  C1 1.068
6 H -0.9384 2.7179 0.9963  C1 1.091
7 H 0.6753 1.0182 2.2419  C2 1.087
8 H -0.8270 0.4280 1.6047  C2 1.084
9 H 0.4086 -0.8509 0.0688  N3 1.030
10 H 1.5249 -0.6088 1.0071  N3 1.000
11 H 1.5423 0.4610 -0.1626  N3 1.017
12 H -3.1563 -1.4609 -0.5972  O14 0.968
13 H -2.0086 -2.0586 -1.2552  O14 0.966
14 O -2.2182 -1.6203 -0.4198  H12 0.968, H13 0.966
15 H 1.8763 -2.3519 -2.0632  O17 0.966
16 H 0.7326 -1.4458 -2.2402  O17 0.968
17 O 1.1249 -2.0120 -1.5600  H15 0.966, H16 0.968

Computed properties:
* total charge: +1
* LUMO energy: -3.317 eV
* relative energy (zero: lowest compared OMol25 entry of this formula, charge and spin): 0.998 eV
* HOMO energy: -15.23 eV
* maximum force: 0.03374 Eh/bohr
* E: -7847.148 eV
* Kohn-Sham gap: 11.9 eV



[3]
Entry from the OMol25 dataset: an isolated molecule of C6H6O (the ωB97M-V functional and the def2-TZVPD basis).

Bonds (Å) are listed after each position.
Atoms and positions in Å:
1 C -0.0528 -2.3353 1.5233  C2 1.350, H8 1.110
2 C 0.0776 -0.9930 1.5904  C1 1.350, C3 1.448, H13 1.110
3 C 0.0667 -0.1466 0.4150  C2 1.448, C4 1.375, C7 1.413
4 C 0.4382 -0.2803 -0.9021  C3 1.375, C5 1.484, H9 1.083
5 C 0.3828 1.0468 -1.5631  C4 1.484, O6 1.449, H10 1.097, H11 1.093
6 O -0.1429 1.9349 -0.5453  C5 1.449, C7 1.299
7 C -0.3087 1.2111 0.5205  C3 1.413, O6 1.299, H12 1.087
8 H 0.0247 -2.8121 2.5222  C1 1.110
9 H 0.7861 -1.1879 -1.3803  C4 1.083
10 H 1.3686 1.4406 -1.8404  C5 1.097
11 H -0.2968 1.1405 -2.4142  C5 1.093
12 H -0.7492 1.7067 1.3820  C7 1.087
13 H 0.2065 -0.3186 2.4628  C2 1.110

Computed properties:
* LUMO energy (alpha / beta): -1.656 / -1.488 eV
* relative energy (zero: lowest compared OMol25 entry of this formula, charge and spin): 5.740 eV
* HOMO energy (alpha / beta): -6.26 / -6.56 eV
* maximum force: 0.01012 Eh/bohr
* E: -8360.766 eV
* Kohn-Sham gap (alpha / beta): 4.6 / 5.1 eV



[4]
Entry from the OMol25 dataset: a cluster of 2 separate species, C3H7F2O2P in total (the ωB97M-V functional and the def2-TZVPD basis).

Bonds (Å) are listed after each position.
Atoms and positions in Å:
1 C -1.3336 -0.9072 -1.4767  C2 1.531, H9 1.088, H10 1.084, H11 1.058
2 C -0.5855 -1.4916 -0.2751  C1 1.531, O5 1.390, H12 1.074, H13 1.106
3 C 1.7859 1.3684 1.3520  F6 1.386, F7 1.293, P8 1.864, H14 1.130
4 O -0.9603 0.8124 1.6890  P8 1.475
5 O 0.4710 -0.6943 0.1485  C2 1.390, P8 1.630
6 F 2.3647 0.3992 2.1559  C3 1.386
7 F 2.5277 1.4554 0.2960  C3 1.293
8 P 0.1340 0.8025 0.6998  C3 1.864, O4 1.475, O5 1.630
9 H -0.7270 -1.0181 -2.3727  C1 1.088
10 H -2.2331 -1.5002 -1.5931  C1 1.084
11 H -1.7135 0.0566 -1.2630  C1 1.058
12 H -0.2811 -2.5096 -0.4319  C2 1.074
13 H -1.1200 -1.6060 0.6860  C2 1.106
14 H 1.7311 2.4338 1.7252  C3 1.130
15 H -0.0605 2.3986 -1.3401  no bonds

Computed properties:
* LUMO energy (alpha / beta): -1.453 / -0.940 eV
* relative energy (zero: lowest compared OMol25 entry of this formula, charge and spin): 6.215 eV
* HOMO energy (alpha / beta): -10.62 / -9.27 eV
* maximum force: 0.06695 Eh/bohr
* E: -22039.872 eV
* Kohn-Sham gap (alpha / beta): 9.2 / 8.3 eV



[5]
Entry from the OMol25 dataset: an isolated molecule of C14H16N2O5S (the ωB97M-V functional and the def2-TZVPD basis).

Bonds (Å) are listed after each position.
Atoms and positions in Å:
1 C -4.1375 -3.4253 2.1183  C2 1.525, H23 1.086, H24 1.087, H25 1.087
2 C -2.6295 -3.5146 2.3284  C1 1.525, O3 1.414, H26 1.097, H27 1.094
3 O -1.9151 -2.5547 1.5750  C2 1.414, C4 1.372
4 C -1.9667 -1.2328 1.9396  O3 1.372, C5 1.384, C9 1.409
5 C -2.4541 -0.7405 3.1383  C4 1.384, C6 1.388, H28 1.079
6 C -2.4267 0.6226 3.3982  C5 1.388, C7 1.380, H29 1.079
7 C -1.9156 1.5002 2.4636  C6 1.380, C8 1.387, H30 1.079
8 C -1.4155 1.0218 1.2622  C7 1.387, C9 1.385, H31 1.077
9 C -1.4375 -0.3358 0.9900  C4 1.409, C8 1.385, N10 1.391
10 N -0.9120 -0.8551 -0.1888  C9 1.391, S11 1.669, H32 1.008
11 S -0.7126 -0.0222 -1.6208  N10 1.669, O12 1.432, O13 1.431, C14 1.775
12 O -1.6300 1.0725 -1.7194  S11 1.432
13 O -0.7100 -1.0147 -2.6518  S11 1.431
14 C 0.9353 0.6125 -1.4398  S11 1.775, C15 1.379, C22 1.402
15 C 1.6462 0.7465 -0.2661  C14 1.379, N16 1.345, H33 1.071
16 N 2.8533 1.2576 -0.5675  C15 1.345, C17 1.367, H34 1.009
17 C 2.9455 1.4587 -1.9164  N16 1.367, C18 1.461, C22 1.382
18 C 4.1804 2.0009 -2.4782  C17 1.461, O19 1.211, O20 1.335
19 O 5.1427 2.2901 -1.8020  C18 1.211
20 O 4.1268 2.1345 -3.8058  C18 1.335, C21 1.421
21 C 5.2975 2.6506 -4.4242  O20 1.421, H35 1.087, H36 1.092, H37 1.092
22 C 1.7515 1.0614 -2.4874  C14 1.402, C17 1.382, H38 1.070
23 H -4.6320 -4.2167 2.6746  C1 1.086
24 H -4.3702 -3.5364 1.0622  C1 1.087
25 H -4.5185 -2.4641 2.4543  C1 1.087
26 H -2.3771 -3.4374 3.3930  C2 1.097
27 H -2.2569 -4.4737 1.9578  C2 1.094
28 H -2.8608 -1.4060 3.8833  C5 1.079
29 H -2.8144 0.9881 4.3368  C6 1.079
30 H -1.9033 2.5606 2.6620  C7 1.079
31 H -1.0366 1.6981 0.5143  C8 1.077
32 H -1.0610 -1.8452 -0.3079  N10 1.008
33 H 1.3551 0.5059 0.7366  C15 1.071
34 H 3.6068 1.4735 0.0685  N16 1.009
35 H 5.0940 2.6654 -5.4915  C21 1.087
36 H 5.5073 3.6581 -4.0591  C21 1.092
37 H 6.1558 2.0123 -4.2048  C21 1.092
38 H 1.4953 1.0834 -3.5257  C22 1.070

Computed properties:
* LUMO energy: 0.641 eV
* structure (SMILES): CCOc1ccccc1NS(=O)(=O)c1c[nH]c(C(=O)OC)c1
* relative energy (zero: lowest compared OMol25 entry of this formula, charge and spin): 0.000 eV
* HOMO energy: -8.32 eV
* maximum force: 0.01511 Eh/bohr
* E: -38830.178 eV
* Kohn-Sham gap: 9.0 eV



[6]
Entry from the OMol25 dataset: a cluster of 2 separate species, C2H9N4O in total (the ωB97M-V functional and the def2-TZVPD basis).

Bonds (Å) are listed after each position.
Atoms and positions in Å:
1 C -2.0339 -0.4171 0.3851  N3 1.186, N4 1.219
2 C 3.0342 0.5586 0.3835  O7 1.307, H8 1.046, H9 1.157, H10 1.156
3 N -2.9969 -0.0059 -0.1721  C1 1.186, N6 1.267
4 N -0.9937 -1.0217 0.5798  C1 1.219, H11 1.050, H12 1.097
5 N 1.3169 -0.5543 -0.7641  O7 1.480, H13 1.038, H14 1.013
6 N -4.0388 0.6652 -0.4349  N3 1.267, H15 0.934, H16 0.987
7 O 1.9098 -0.0949 0.5117  C2 1.307, N5 1.480
8 H 3.3660 0.7338 1.3597  C2 1.046
9 H 3.0471 1.6020 -0.1167  C2 1.157
10 H 3.8332 -0.1847 0.0026  C2 1.156
11 H -0.2279 -1.2894 -0.0876  N4 1.050
12 H -0.4327 -1.0431 1.5222  N4 1.097
13 H 2.0986 -1.0366 -1.2476  N5 1.038
14 H 0.9970 0.2163 -1.3378  N5 1.013
15 H -3.9841 1.5976 -0.4442  N6 0.934
16 H -4.8951 0.2744 -0.1396  N6 0.987

Computed properties:
* total charge: +1
* LUMO energy: -3.608 eV
* relative energy (zero: lowest compared OMol25 entry of this formula, charge and spin): 7.123 eV
* HOMO energy: -13.96 eV
* maximum force: 0.14773 Eh/bohr
* E: -10216.127 eV
* Kohn-Sham gap: 10.3 eV